{
  "formula": "C2H3LiMgO2",
  "method": "the ωB97M-V functional and the def2-TZVPD basis",
  "elements": ["Mg", "O", "O", "C", "C", "Li", "H", "H", "H"],
  "xyz": [[-0.199, -2.085, -0.951], [0.485, -0.780, 0.395], [-1.281, -0.583, -1.598], [-1.137, 0.416, -0.810], [-0.130, 0.364, 0.202], [2.168, -0.764, 1.349], [-1.757, 1.312, -0.934], [2.025, 1.071, 1.289], [-0.174, 1.049, 1.057]],
  "forces_ev_per_angstrom": [[-0.57, 1.68, 0.31], [1.31, -2.79, -0.42], [-0.02, -1.27, -0.45], [1.62, 0.87, 1.06], [-2.14, 1.37, 0.26], [-0.42, 0.67, -0.11], [0.12, -0.34, 0.01], [0.05, -0.08, -0.07], [0.05, -0.11, -0.58]],
  "mulliken_spin": [-0.062, 0.017, 0.145, 0.199, 0.154, 0.009, 0.012, 0.536, -0.010],
  "orbital_gap_ev": [5.2, 4.0],
  "energy_ev": -11858.3799,
  "e_homo_ev": [-11.9, -10.5],
  "charge": 1,
  "lumo_energy_ev": [-6.70, -6.45],
  "spin_multiplicity": 2
}


{
  "formula": "C2H3N",
  "method": "the ωB97M-V functional and the def2-TZVPD basis",
  "elements": ["N", "C", "C", "H", "H", "H"],
  "xyz": [[3.631, 0.413, 0.065], [0.045, 0.086, -0.086], [3.304, -0.679, 0.068], [-0.690, -0.192, 0.741], [0.983, -0.500, -0.155], [-0.054, 0.835, -0.881]],
  "forces_ev_per_angstrom": [[0.73, 2.19, -0.02], [0.18, -0.91, 0.57], [-0.61, -2.13, 0.06], [1.07, 0.80, -1.53], [-0.93, 0.31, 0.16], [-0.44, -0.26, 0.77]],
  "nbo_charge": [-0.427, -0.480, 0.392, 0.187, 0.147, 0.181],
  "orbital_gap_ev": [12.9, 4.6],
  "energy_ev": -3606.3360,
  "e_homo_ev": [-13.0, -9.1],
  "charge": 0,
  "lumo_energy_ev": [-0.12, -4.44]
}


{
  "formula": "C2H3N2O2",
  "method": "the ωB97M-V functional and the def2-TZVPD basis",
  "elements": ["O", "O", "N", "N", "C", "C", "H", "H", "H"],
  "xyz": [[0.427, -0.896, 1.446], [1.286, 1.359, 1.174], [-0.628, -1.279, 0.787], [1.216, 0.328, 0.453], [0.097, 0.424, -0.722], [-0.861, -0.599, -0.265], [0.756, 0.034, -1.492], [-1.917, -0.751, -0.704], [-0.377, 1.383, -0.677]],
  "forces_ev_per_angstrom": [[0.55, -0.47, -0.15], [-0.24, -0.11, -0.55], [-1.04, -0.06, 0.60], [0.40, 1.27, -0.21], [1.38, -1.63, 2.81], [-2.66, -0.86, -1.29], [-0.53, 0.82, -0.86], [1.82, 0.11, 0.38], [0.31, 0.92, -0.73]],
  "nbo_charge": [-0.416, -0.614, -0.108, 0.101, -0.413, -0.105, 0.205, 0.152, 0.197],
  "orbital_gap_ev": 6.8,
  "energy_ev": -9193.3301,
  "e_homo_ev": -2.3,
  "charge": -1,
  "lumo_energy_ev": 4.53
}


{
  "formula": "C2H3N2O2",
  "method": "the ωB97M-V functional and the def2-TZVPD basis",
  "elements": ["O", "O", "N", "N", "C", "C", "H", "H", "H"],
  "xyz": [[-1.255, -3.798, 2.052], [0.850, -4.243, 1.316], [-0.468, -2.249, 0.226], [-0.065, -1.228, 0.781], [0.058, 0.048, 0.030], [-0.210, -3.721, 1.485], [0.705, 0.815, 0.578], [0.445, -0.091, -0.922], [-0.899, 0.463, 0.028]],
  "forces_ev_per_angstrom": [[-0.68, -0.21, 0.91], [0.74, 0.13, -0.16], [1.22, 0.54, 0.48], [0.64, -1.05, 0.95], [0.82, 0.35, 2.20], [-0.94, 1.08, -1.47], [-0.61, -1.34, -0.42], [0.58, -0.35, -2.07], [-1.76, 0.85, -0.42]],
  "nbo_charge": [-0.694, -0.689, -0.345, -0.267, -0.489, 0.958, 0.167, 0.176, 0.184],
  "orbital_gap_ev": 6.5,
  "energy_ev": -9197.2631,
  "e_homo_ev": -2.2,
  "charge": -1,
  "lumo_energy_ev": 4.29
}


{
  "formula": "C2H3N2O2",
  "method": "the ωB97M-V functional and the def2-TZVPD basis",
  "elements": ["O", "O", "N", "N", "C", "C", "H", "H", "H"],
  "xyz": [[0.304, 0.468, 0.956], [-0.532, -1.770, 0.163], [-0.866, -0.663, 0.718], [-2.471, 0.701, -0.460], [-1.634, 0.087, 0.022], [1.113, 0.369, -0.101], [1.084, -0.588, -0.691], [2.158, 0.338, 0.277], [0.843, 1.059, -0.884]],
  "forces_ev_per_angstrom": [[-0.95, -0.85, 1.16], [0.86, -0.63, -0.40], [1.23, -1.81, 3.07], [-1.20, 1.05, -0.97], [-2.01, 1.54, -1.35], [2.15, -1.14, -1.42], [-0.50, -0.10, 0.93], [-0.14, 0.80, -0.65], [0.55, 1.14, -0.36]],
  "nbo_charge": [-0.521, -0.620, 0.016, -0.492, 0.418, -0.286, 0.186, 0.156, 0.145],
  "orbital_gap_ev": 7.7,
  "energy_ev": -9194.0898,
  "e_homo_ev": -3.2,
  "charge": -1,
  "lumo_energy_ev": 4.47
}


{
  "formula": "C2H3N2OP",
  "method": "the ωB97M-V functional and the def2-TZVPD basis",
  "elements": ["P", "O", "N", "N", "C", "C", "H", "H", "H"],
  "xyz": [[-0.393, 1.362, -1.134], [-2.850, 0.403, 0.351], [0.326, -1.064, 0.035], [0.682, 0.000, -0.637], [-0.881, -1.041, 0.481], [-1.735, 0.037, 0.211], [0.156, 2.220, -0.255], [-1.180, -1.870, 0.980], [1.661, -0.127, -0.765]],
  "forces_ev_per_angstrom": [[-0.79, -3.48, 0.28], [0.19, -0.84, 0.48], [-0.25, 0.94, -0.08], [0.94, -0.05, -0.43], [0.17, 0.59, -0.73], [-0.26, 3.12, -1.67], [0.47, 1.13, 1.42], [-1.16, -2.20, 1.61], [0.68, 0.80, -0.88]],
  "nbo_charge": [0.368, -0.490, -0.074, -0.605, -0.279, 0.514, -0.046, 0.221, 0.392],
  "orbital_gap_ev": 8.4,
  "energy_ev": -16436.2334,
  "e_homo_ev": -8.6,
  "charge": 0,
  "lumo_energy_ev": -0.21
}


{
  "formula": "C2H3N2OS",
  "method": "the ωB97M-V functional and the def2-TZVPD basis",
  "elements": ["S", "O", "N", "N", "C", "C", "H", "H", "H"],
  "xyz": [[-1.339, 1.044, 0.168], [-2.073, -1.473, 0.031], [-1.013, -0.665, -0.046], [0.176, 1.616, -0.029], [1.152, 0.128, 0.428], [0.232, -0.885, 0.216], [1.997, 0.408, -0.182], [0.413, 1.692, -1.076], [0.454, -1.865, 0.489]],
  "forces_ev_per_angstrom": [[-1.65, 0.11, -0.01], [0.67, 0.09, 0.04], [-1.71, 0.40, 0.00], [2.88, -1.69, -1.34], [-1.08, 3.45, -0.19], [0.63, 0.37, -0.31], [0.44, -0.79, 0.08], [-0.65, -0.19, 1.76], [0.48, -1.75, -0.03]],
  "nbo_charge": [0.485, -0.711, -0.156, -0.886, -0.354, -0.070, 0.169, 0.314, 0.209],
  "orbital_gap_ev": 6.1,
  "energy_ev": -17981.3088,
  "e_homo_ev": -2.1,
  "charge": -1,
  "lumo_energy_ev": 4.01
}


{
  "formula": "C2H3N2OS",
  "method": "the ωB97M-V functional and the def2-TZVPD basis",
  "elements": ["S", "O", "N", "N", "C", "C", "H", "H", "H"],
  "xyz": [[0.610, -0.906, -2.196], [-1.871, 1.886, -2.860], [-0.628, 0.863, -1.035], [-0.236, 0.416, -2.203], [0.539, -0.977, -0.565], [-0.133, 0.117, 0.006], [-1.468, 1.604, -1.769], [0.962, -1.885, -0.167], [-0.365, 0.174, 1.049]],
  "forces_ev_per_angstrom": [[0.43, -0.57, -0.55], [0.25, -0.17, 0.21], [0.68, -0.68, -0.20], [-1.32, 1.98, -0.66], [0.30, -0.30, 1.69], [-0.04, -1.67, -2.30], [-0.18, 0.47, 0.72], [0.11, 0.26, 0.88], [-0.21, 0.69, 0.20]],
  "mulliken_spin": [0.018, 1.833, 0.019, 0.134, 0.009, -0.001, -0.015, 0.003, 0.000],
  "orbital_gap_ev": [10.8, 7.5],
  "energy_ev": -17971.3118,
  "e_homo_ev": [-16.1, -16.0],
  "charge": 1,
  "lumo_energy_ev": [-5.22, -8.50],
  "spin_multiplicity": 3
}


{
  "formula": "C2H3N2P",
  "method": "the ωB97M-V functional and the def2-TZVPD basis",
  "elements": ["P", "N", "N", "C", "C", "H", "H", "H"],
  "xyz": [[0.397, 1.821, 1.097], [0.741, 0.389, 0.350], [0.267, -0.561, -0.434], [-1.006, -0.931, -0.641], [-2.110, -1.502, -0.808], [0.935, -1.187, -0.765], [1.732, 0.022, 0.412], [-0.957, 1.950, 0.789]],
  "forces_ev_per_angstrom": [[0.06, 0.91, 0.66], [3.51, -1.55, -0.15], [-4.20, -0.70, -0.74], [1.06, 0.83, 0.44], [-0.26, 0.04, -0.11], [1.38, -1.01, -0.59], [-1.11, 1.85, 0.77], [-0.43, -0.37, -0.29]],
  "nbo_charge": [0.469, -0.621, -0.279, -0.276, -0.057, 0.393, 0.408, -0.037],
  "orbital_gap_ev": [7.7, 6.6],
  "energy_ev": -14384.3800,
  "e_homo_ev": [-8.7, -8.0],
  "charge": 0,
  "lumo_energy_ev": [-1.01, -1.40]
}


{
  "formula": "C2H3N2S2",
  "method": "the ωB97M-V functional and the def2-TZVPD basis",
  "elements": ["S", "S", "N", "N", "C", "C", "H", "H", "H"],
  "xyz": [[-2.445, 1.714, 0.877], [1.913, -0.753, -1.503], [-0.733, 0.393, -0.885], [0.793, -0.712, 0.928], [-1.554, 0.981, -0.131], [0.862, -0.389, -0.419], [0.312, -0.295, 1.666], [1.647, -1.051, 1.351], [-0.796, 0.112, -1.885]],
  "forces_ev_per_angstrom": [[0.43, -0.42, -0.55], [-0.35, 0.38, -0.65], [1.10, -0.83, 0.06], [1.18, -0.01, -2.64], [0.45, -0.20, -0.43], [-0.75, -0.58, 3.37], [-1.85, 1.29, 0.55], [0.35, -0.34, -0.72], [-0.57, 0.71, 1.01]],
  "nbo_charge": [0.451, 0.303, -0.675, -0.782, 0.200, 0.168, 0.418, 0.433, 0.485],
  "orbital_gap_ev": 8.4,
  "energy_ev": -26764.0998,
  "e_homo_ev": -14.6,
  "charge": 1,
  "lumo_energy_ev": -6.19
}